(1)
Formula: C4H5MgO3
Source: OMol25
Level of theory: the ωB97M-V functional and the def2-TZVPD basis

Last column: Löwdin spin population.
Cartesian coordinates (Å):
H  0.58  -0.13  -2.20  0.008
O  2.24  2.24  -1.34  0.121
C  1.44  1.33  -1.35  0.460
O  1.23  0.57  -2.37  0.090
Mg  3.59  3.33  -2.14  0.104
O  0.17  0.88  0.39  0.152
C  -0.80  0.09  0.58  0.028
C  -0.73  -1.03  1.48  0.007
C  -1.79  -1.86  1.64  0.028
H  -1.70  0.19  -0.06  0.000
H  0.21  -1.19  2.01  0.000
H  -1.73  -2.73  2.29  0.002
H  -2.71  -1.70  1.08  0.001

LUMO level (alpha / beta) = -11.584 / -11.879 eV
Total charge = +2
E_tot = -580.44660 Ha
Gap between HOMO and LUMO (alpha / beta) = 4.618 / 4.680 eV
Spin multiplicity = 2
<S²> = 0.7586

(2)
Formula: C22H39FNO29S7
Source: OMol25
Level of theory: the ωB97M-V functional and the def2-TZVPD basis

Last column: Löwdin charge in e.
Cartesian coordinates (Å):
C  0.73  -0.50  -0.43  -0.050
C  1.06  1.07  -0.88  -0.178
O  0.51  1.97  0.15  -0.310
C  -0.60  2.80  -0.35  -0.112
N  -1.81  1.87  -0.52  0.009
C  -2.32  1.16  0.74  0.090
C  -3.58  0.12  0.65  0.032
C  -4.26  -0.13  -0.83  0.024
C  -3.71  0.69  -2.15  0.076
C  -2.42  1.71  -1.90  0.021
F  -1.94  2.44  -3.12  -0.014
H  -0.42  -0.62  -0.24  0.065
H  1.29  -0.72  0.58  0.084
H  1.02  -1.25  -1.28  0.084
H  0.70  1.30  -1.97  0.134
H  2.25  1.16  -0.85  0.123
H  -0.30  3.34  -1.34  0.154
H  -0.85  3.62  0.48  0.171
H  -1.76  1.38  1.77  0.172
H  -3.96  -0.46  1.62  0.128
H  -5.16  -0.87  -0.93  0.113
H  -4.19  0.52  -3.22  0.128
C  -3.43  7.21  -0.81  -0.168
C  -3.46  5.85  -0.12  -0.181
O  -2.33  5.85  0.75  -0.227
S  -2.06  7.37  1.28  0.680
O  -2.67  7.51  2.58  -0.221
O  -0.68  7.71  1.01  -0.234
O  -3.01  8.14  0.19  -0.183
H  -2.70  7.23  -1.62  0.134
H  -4.41  7.50  -1.20  0.141
H  -3.41  5.02  -0.83  0.124
H  -4.36  5.74  0.50  0.136
C  2.08  -4.36  1.91  -0.158
C  1.15  -5.55  2.14  -0.158
O  -0.13  -4.98  2.40  -0.188
S  -0.27  -3.59  1.56  0.651
O  -1.00  -3.87  0.34  -0.244
O  -0.66  -2.54  2.48  -0.260
O  1.30  -3.40  1.19  -0.214
H  2.38  -3.91  2.86  0.133
H  2.97  -4.63  1.34  0.143
H  1.48  -6.18  2.97  0.144
H  1.07  -6.16  1.23  0.137
C  2.45  5.18  -1.39  -0.171
C  3.91  5.58  -1.51  -0.163
O  4.61  4.38  -1.81  -0.182
S  3.64  3.41  -2.69  0.689
O  3.98  3.57  -4.08  -0.219
O  3.58  2.11  -2.04  -0.259
O  2.24  4.19  -2.40  -0.211
H  2.24  4.72  -0.42  0.129
H  1.77  6.03  -1.54  0.140
H  4.30  6.03  -0.59  0.143
H  4.07  6.28  -2.34  0.138
C  -2.26  -3.52  6.85  -0.171
C  -1.54  -2.46  6.02  -0.177
O  -0.23  -2.38  6.58  -0.195
S  0.19  -3.85  7.14  0.679
O  1.00  -4.51  6.13  -0.248
O  0.62  -3.71  8.52  -0.225
O  -1.29  -4.53  7.12  -0.189
H  -2.60  -3.11  7.81  0.135
H  -3.12  -3.95  6.32  0.137
H  -2.04  -1.49  6.07  0.137
H  -1.45  -2.78  4.98  0.110
C  2.20  -3.06  -3.35  -0.188
C  2.78  -3.45  -4.71  -0.167
O  3.72  -4.48  -4.43  -0.188
S  3.21  -5.34  -3.14  0.676
O  2.53  -6.52  -3.62  -0.232
O  4.27  -5.38  -2.16  -0.242
O  2.08  -4.28  -2.62  -0.203
H  2.89  -2.41  -2.80  0.129
H  1.23  -2.57  -3.44  0.111
H  3.26  -2.61  -5.21  0.141
H  2.01  -3.87  -5.36  0.132
C  -4.26  -2.56  -4.90  -0.179
C  -3.66  -3.90  -4.48  -0.170
O  -2.64  -4.16  -5.44  -0.181
S  -1.99  -2.75  -5.92  0.683
O  -0.78  -2.52  -5.16  -0.246
O  -2.03  -2.70  -7.37  -0.215
O  -3.15  -1.77  -5.34  -0.210
H  -4.95  -2.67  -5.74  0.138
H  -4.77  -2.06  -4.07  0.119
H  -4.41  -4.70  -4.48  0.142
H  -3.20  -3.83  -3.50  0.132
C  4.18  1.56  3.36  -0.164
C  3.25  0.36  3.59  -0.171
O  1.97  0.93  3.85  -0.191
S  1.83  2.32  3.02  0.721
O  1.10  2.04  1.80  -0.263
O  1.44  3.37  3.94  -0.224
O  3.40  2.51  2.64  -0.187
H  4.48  2.01  4.31  0.137
H  5.07  1.28  2.79  0.141
H  3.58  -0.26  4.42  0.141
H  3.17  -0.25  2.68  0.126

LUMO level = -5.196 eV
Total charge = +1
E_tot = -5984.73092 Ha
Gap between HOMO and LUMO = 7.357 eV

(3)
Formula: C25H86N2O22
Source: OMol25
Level of theory: the ωB97M-V functional and the def2-TZVPD basis

Last column: Löwdin charge in e.
Cartesian coordinates (Å):
N  1.88  1.42  3.44  0.186
C  1.32  1.91  2.48  -0.159
O  0.31  2.57  1.73  0.003
C  -0.26  1.66  0.74  -0.285
C  -0.65  0.16  1.15  -0.109
C  -1.99  0.27  2.01  -0.053
C  -2.30  1.86  1.87  -0.329
O  -2.90  2.60  2.69  0.054
N  -1.65  2.26  0.58  0.086
H  0.16  1.67  -0.32  0.171
H  -1.03  -0.26  0.15  0.130
H  0.17  -0.58  1.43  0.127
H  -1.92  0.06  3.13  0.122
H  -2.79  -0.39  1.53  0.130
H  -1.46  3.27  0.70  0.133
C  5.46  2.16  1.99  -0.159
O  4.30  2.96  2.23  -0.147
H  6.03  2.61  1.18  0.077
H  6.07  2.13  2.89  0.078
H  5.16  1.15  1.70  0.071
H  3.81  2.54  2.94  0.014
C  -1.21  -3.24  3.76  -0.155
O  -1.50  -3.27  2.37  -0.143
H  -0.86  -2.25  4.03  0.063
H  -2.12  -3.47  4.33  0.080
H  -0.44  -3.97  3.99  0.080
H  -1.81  -4.17  2.16  0.058
C  -2.00  -5.11  -1.30  -0.136
O  -2.75  -4.85  -0.13  -0.141
H  -1.45  -6.04  -1.17  0.087
H  -2.68  -5.20  -2.16  0.082
H  -1.29  -4.30  -1.47  0.074
H  -3.23  -4.02  -0.27  0.083
C  -3.50  -8.13  1.97  -0.163
O  -2.63  -7.09  1.57  -0.143
H  -2.91  -8.95  2.38  0.076
H  -4.19  -7.76  2.74  0.074
H  -4.07  -8.49  1.10  0.076
H  -3.17  -6.37  1.22  0.042
C  2.49  -1.01  6.45  -0.153
O  3.39  0.03  6.08  -0.150
H  3.06  -1.85  6.86  0.068
H  1.80  -0.64  7.22  0.078
H  1.93  -1.35  5.57  0.068
H  2.86  0.75  5.73  0.033
C  -4.55  3.66  -1.16  -0.155
O  -4.41  4.46  0.00  -0.129
H  -4.93  4.27  -1.98  0.084
H  -3.57  3.25  -1.44  0.062
H  -5.25  2.84  -0.96  0.075
H  -4.07  3.89  0.70  0.049
C  -2.48  -2.26  -3.38  -0.141
O  -3.23  -2.01  -2.21  -0.127
H  -1.93  -3.19  -3.26  0.060
H  -3.16  -2.35  -4.24  0.069
H  -1.77  -1.45  -3.55  0.066
H  -3.71  -1.18  -2.35  0.077
C  4.76  -4.89  6.24  -0.155
O  4.59  -4.28  7.51  -0.144
H  3.86  -5.47  6.01  0.078
H  4.90  -4.12  5.48  0.051
H  5.63  -5.56  6.27  0.075
H  5.39  -3.77  7.69  0.053
C  -2.48  4.26  5.76  -0.167
O  -3.42  3.20  5.78  -0.138
H  -2.55  4.81  6.70  0.078
H  -1.47  3.86  5.65  0.055
H  -2.71  4.94  4.93  0.077
H  -3.34  2.73  4.94  0.037
C  5.58  -1.84  10.06  -0.152
O  5.34  -1.60  8.68  -0.136
H  6.11  -2.79  10.17  0.079
H  6.19  -1.04  10.48  0.075
H  4.62  -1.90  10.59  0.080
H  4.88  -0.76  8.61  0.076
C  -1.30  1.24  -5.20  -0.165
O  -2.05  1.50  -4.02  -0.141
H  -0.75  0.31  -5.07  0.071
H  -1.97  1.15  -6.05  0.077
H  -0.59  2.06  -5.37  0.067
H  -2.52  2.33  -4.17  0.072
C  -7.73  4.22  2.05  -0.157
O  -7.49  3.27  1.02  -0.133
H  -8.73  4.05  2.46  0.077
H  -6.99  4.09  2.85  0.076
H  -7.67  5.23  1.64  0.077
H  -6.60  3.44  0.68  0.033
C  0.68  1.87  -8.47  -0.146
O  -0.50  2.49  -7.95  -0.141
H  1.20  1.36  -7.66  0.067
H  0.40  1.14  -9.23  0.073
H  1.33  2.63  -8.90  0.076
H  -0.94  2.92  -8.69  0.082
C  1.04  4.94  7.80  -0.152
O  0.52  4.92  6.48  -0.140
H  0.30  5.38  8.47  0.080
H  1.25  3.91  8.13  0.076
H  1.96  5.53  7.83  0.075
H  1.19  4.52  5.91  0.076
C  6.14  -3.17  2.38  -0.156
O  5.38  -2.92  3.55  -0.137
H  6.67  -4.11  2.50  0.080
H  5.47  -3.24  1.51  0.075
H  6.86  -2.36  2.23  0.075
H  4.91  -2.08  3.41  0.078
C  3.37  -0.78  -6.22  -0.157
O  2.85  -0.79  -7.54  -0.137
H  2.63  -0.34  -5.55  0.074
H  3.58  -1.81  -5.90  0.076
H  4.29  -0.19  -6.19  0.077
H  3.52  -1.18  -8.11  0.078
C  -1.53  -1.91  -9.61  -0.162
O  -1.69  -1.28  -8.35  -0.137
H  -2.42  -2.51  -9.82  0.077
H  -1.41  -1.16  -10.39  0.074
H  -0.66  -2.57  -9.59  0.077
H  -0.89  -0.77  -8.19  0.058
C  -5.68  -4.16  -5.82  -0.159
O  -4.28  -4.30  -5.62  -0.138
H  -6.19  -4.77  -5.07  0.079
H  -5.96  -3.12  -5.69  0.076
H  -5.95  -4.51  -6.82  0.075
H  -3.84  -3.76  -6.29  0.073
C  3.76  3.97  -6.93  -0.164
O  4.01  3.02  -7.96  -0.139
H  2.76  3.80  -6.53  0.066
H  4.49  3.84  -6.13  0.077
H  3.82  4.98  -7.34  0.079
H  4.89  3.18  -8.30  0.075
C  1.87  5.34  -3.78  -0.155
O  2.97  5.86  -4.50  -0.134
H  1.56  4.40  -4.23  0.069
H  2.15  5.17  -2.74  0.077
H  1.03  6.05  -3.82  0.078
H  3.22  6.69  -4.08  0.080

LUMO level = -0.212 eV
Total charge = 0
E_tot = -2768.43273 Ha
Gap between HOMO and LUMO = 9.278 eV

Which formula does entry 2 have?
C22H39FNO29S7

Among the records above, which one has the highest E_tot?
C4H5MgO3

E_tot of number 1 (C4H5MgO3)?
-580.44660 Ha

Which formula does entry 2 have?
C22H39FNO29S7